No. 1
16
Properties=species:S:1:pos:R:3 method="wB97M-V/def2-TZVPD" homo_ev="-14.11 / -14.80" total_energy_ev=-9305.6043 e_above_lowest_kcal_mol=240.1 lumo_ev="-4.446 / -5.142" total_charge=+1
O 1.893 0.082 1.037
N 0.018 0.197 -0.582
N 2.611 -0.234 -0.263
C -0.658 -1.133 -0.347
C -1.566 -0.454 0.698
C 1.411 0.452 -0.174
C -0.899 0.894 0.345
H 2.713 -1.297 -0.508
H 1.698 2.758 -0.400
H -0.051 0.554 -1.568
H -1.796 1.400 -0.229
H -0.176 1.375 1.025
H -1.347 -0.841 1.661
H -1.227 -1.304 -1.341
H -2.609 -0.536 0.522
H -0.016 -1.913 0.124



No. 2
16
Properties=species:S:1:pos:R:3 method="wB97M-V/def2-TZVPD" homo_ev=-13.87 total_energy_ev=-9315.3986 e_above_lowest_kcal_mol=14.2 lumo_ev=-3.276 total_charge=+1
O 1.084 -2.556 -0.660
N -0.166 -0.198 -0.710
N -2.006 0.626 0.157
C 1.481 1.375 0.473
C 0.180 0.706 0.318
C -1.505 -0.256 -0.715
C -0.981 1.169 0.887
H 1.678 1.429 1.544
H -2.021 -1.009 -1.287
H -1.045 2.028 1.572
H 0.366 -2.887 -0.109
H 2.294 0.916 -0.085
H 0.567 -0.878 -0.974
H 1.502 2.422 0.145
H 1.547 -3.345 -0.960
H -2.975 0.459 0.404



No. 3
16
Properties=species:S:1:pos:R:3 method="wB97M-V/def2-TZVPD" homo_ev="-11.52 / -15.87" total_energy_ev=-9310.0775 e_above_lowest_kcal_mol=14.8 s_squared=2.01 lumo_ev="-3.296 / -6.129" spin_multiplicity=3 total_charge=+1
O -0.551 -2.878 0.863
N -0.092 0.670 -2.032
N -0.455 -1.180 -0.565
C 1.197 0.816 0.874
C -0.208 1.100 0.292
C -0.351 0.132 -0.864
C -0.199 -1.573 0.738
H -0.779 0.965 1.277
H -0.183 2.038 -0.134
H 1.305 -0.031 1.488
H -0.632 -1.954 -1.299
H -0.744 -3.216 1.785
H 1.714 1.677 1.355
H 0.136 0.058 -2.734
H 1.962 0.679 0.241
H 0.093 1.679 -1.971



No. 4
17
Properties=species:S:1:pos:R:3 method="wB97M-V/def2-TZVPD" homo_ev=-2.87 total_energy_ev=-11367.4622 e_above_lowest_kcal_mol=85.4 lumo_ev=4.044 total_charge=-1
O 3.702 -0.724 -0.259
O -0.876 -1.954 0.658
N -2.005 0.551 -0.403
N 1.808 0.569 -0.224
C -1.820 -1.083 0.765
C 0.384 0.745 0.182
C 2.545 -0.525 0.117
C -0.639 0.431 -0.902
H -2.265 1.502 -0.567
H -0.426 -0.635 -1.160
H -0.400 1.100 -1.827
H -2.817 -1.368 0.486
H 0.158 0.081 1.033
H 2.177 1.153 -0.886
H 0.203 1.823 0.622
H -1.755 -0.437 1.636
H 2.024 -1.230 0.727



No. 5
17
Properties=species:S:1:pos:R:3 method="wB97M-V/def2-TZVPD" homo_ev=-13.82 total_energy_ev=-11361.2552 e_above_lowest_kcal_mol=39.5 lumo_ev=-5.298 total_charge=+1
O -1.520 0.406 1.482
O 0.698 -0.104 1.563
N -0.001 2.047 2.050
N 0.404 -1.288 -2.234
C -0.200 0.714 1.655
C -0.142 -0.422 -1.227
C 0.237 0.849 -1.361
C 0.612 -2.564 -2.125
H -0.576 2.712 1.552
H 0.745 1.096 -2.325
H 0.959 2.361 2.204
H -1.987 1.019 2.083
H 1.221 -2.998 -2.908
H 0.953 -0.914 -3.007
H 0.271 -3.122 -1.228
H -0.834 -0.895 -0.543
H -0.032 1.549 -0.558



No. 6
17
Properties=species:S:1:pos:R:3 method="wB97M-V/def2-TZVPD" homo_ev=-9.21 total_energy_ev=-18607.0378 e_above_lowest_kcal_mol=62.9 lumo_ev=0.250
P 0.801 1.946 -0.558
O -1.931 0.908 0.488
N 2.354 -0.940 -0.162
N 1.230 -0.626 -0.612
C -1.700 -1.025 -0.852
C 0.687 0.201 1.667
C 0.331 0.195 0.184
C -1.184 0.147 -0.072
H 0.467 -0.890 2.027
H -0.238 0.853 2.065
H 2.891 -1.509 -0.973
H -1.556 -1.876 -0.122
H 1.724 0.472 2.030
H -0.264 2.809 -0.245
H 0.235 1.465 -1.716
H -2.724 -0.960 -1.315
H -1.123 -1.169 -1.834